Record 1
C2ClF3 | ωB97M-V with the def2-TZVPD basis set

Results
Energy relative to the best compared isomer or geometry (same formula, charge and spin) in kcal per mole: 24.6
E_tot in Eh: -835.91581
HOMO in eV: -10.2
Maximum force in eV/A: 8.24

Cartesian coordinates (Å):
F: -0.83 -1.63 0.15
C: -0.49 -0.37 -0.10
F: -1.62 0.46 -0.19
C: 0.57 0.27 0.06
F: 0.34 1.67 0.15
Cl: 2.03 -0.39 -0.08



Record 2
C2ClF3N2 | ωB97M-V with the def2-TZVPD basis set

Results
Energy relative to the best compared isomer or geometry (same formula, charge and spin) in kcal per mole: 83.1
E_tot in Eh: -945.32128
HOMO (alpha / beta) in eV: -9.7 / -9.7
Maximum force in eV/A: 5.22

Cartesian coordinates (Å):
C: 1.18 0.03 0.16
C: -1.24 0.48 0.02
N: 1.70 -1.23 0.46
N: 1.45 -0.46 1.38
F: -1.57 1.35 0.97
F: -1.53 1.04 -1.22
F: -1.84 -0.67 0.21
Cl: 1.92 1.17 -0.77



Record 3
C2ClF3O2S2 | ωB97M-V with the def2-TZVPD basis set

Results
Energy relative to the best compared isomer or geometry (same formula, charge and spin) in kcal per mole: 0.0
E_tot in Eh: -1782.80520
HOMO in eV: -10.0
Maximum force in eV/A: 2.02

Cartesian coordinates (Å):
C: 3.23 -1.26 -0.80
C: -2.67 0.59 -0.10
O: -2.22 0.63 2.53
O: 2.97 -0.54 0.07
F: 2.77 -2.43 -1.17
F: 4.20 -1.00 -1.63
F: -3.87 0.99 0.38
S: -2.49 0.24 -1.62
S: -1.42 0.48 1.37
Cl: -0.51 2.29 0.98



Record 4
C2ClF3S | ωB97M-V with the def2-TZVPD basis set

Results
Energy relative to the best compared isomer or geometry (same formula, charge and spin) in kcal per mole: 62.6
E_tot in Eh: -1234.04606
HOMO (alpha / beta) in eV: -9.2 / -8.8
Maximum force in eV/A: 1.39

Cartesian coordinates (Å):
C: 0.12 0.19 1.68
C: 0.21 -0.35 -1.55
F: 0.74 1.17 2.30
F: -1.19 0.42 1.71
F: 0.52 -1.48 -2.18
S: 0.87 -0.26 0.08
Cl: -1.27 0.31 -2.04



Record 5
C2ClN2O6 | ωB97M-V with the def2-TZVPD basis set

Results
Energy relative to the best compared isomer or geometry (same formula, charge and spin) in kcal per mole: 0.0
E_tot in Eh: -1097.37055
HOMO in eV: -5.3
Charge: -1
Maximum force in eV/A: 4.87

Cartesian coordinates (Å):
C: 0.22 -0.36 -1.27
C: 1.18 1.98 0.91
N: -1.81 -1.41 1.39
N: -0.91 -2.02 1.18
O: 0.05 -1.47 -1.78
O: 0.20 0.79 -1.93
O: 2.04 1.38 1.39
O: 0.28 0.01 -0.11
O: 0.45 2.75 0.47
O: -0.11 -2.86 1.18
Cl: -0.07 0.75 -3.65



Record 6
C2ClO4 | ωB97M-V with the def2-TZVPD basis set

Results
Energy relative to the best compared isomer or geometry (same formula, charge and spin) in kcal per mole: 143.8
E_tot in Eh: -837.28812
HOMO in eV: -3.4
Charge: -1
Maximum force in eV/A: 2.53

Cartesian coordinates (Å):
C: 1.20 0.86 -1.16
C: -0.68 -0.06 0.95
O: 1.75 0.63 -0.18
O: 0.76 1.07 -2.21
O: -1.77 -0.45 0.20
O: -0.53 -0.96 -0.18
Cl: -0.74 -1.09 2.59



Record 7
C2CrLiO4 | ωB97M-V with the def2-TZVPD basis set

Results
Energy relative to the best compared isomer or geometry (same formula, charge and spin) in kcal per mole: 0.0
E_tot in Eh: -1429.16269
HOMO (alpha / beta) in eV: -6.5 / -9.2
Multiplicity: 6
Maximum force in eV/A: 3.37
Expectation value of S²: 8.76

Cartesian coordinates (Å):
O: 0.57 1.19 -0.52
C: -0.14 0.19 -0.89
O: 0.08 -0.33 -2.00
Li: 2.00 -0.60 -1.60
Cr: -0.06 1.80 1.29
O: 0.26 -1.83 0.25
O: -0.61 -0.11 1.40
C: -0.38 -0.78 0.34



Record 8
C2CuF3NO3S2 | ωB97M-V with the def2-TZVPD basis set

Results
Energy relative to the best compared isomer or geometry (same formula, charge and spin) in kcal per mole: 12.4
E_tot in Eh: -3093.10454
HOMO (alpha / beta) in eV: -2.3 / -4.4
Charge: -1
Multiplicity: 3
Maximum force in eV/A: 3.51
Expectation value of S²: 2.01

Cartesian coordinates (Å):
N: 0.24 1.14 1.56
S: 0.00 2.52 0.49
S: 0.47 -0.25 0.91
C: 1.96 -0.18 -0.30
F: 1.70 0.22 -1.54
F: 2.90 0.60 0.21
F: 2.45 -1.43 -0.37
O: -2.42 -2.02 0.89
C: -2.39 -1.14 0.11
O: -3.05 -0.26 -0.41
O: -0.62 -0.46 -0.33
Cu: -1.22 1.25 -1.23



Record 9
C2F2IO2 | ωB97M-V with the def2-TZVPD basis set

Results
Energy relative to the best compared isomer or geometry (same formula, charge and spin) in kcal per mole: 12.6
E_tot in Eh: -724.16440
HOMO in eV: -3.3
Charge: -1
Maximum force in eV/A: 1.48

Cartesian coordinates (Å):
C: 1.75 -1.12 -0.01
C: -0.87 0.81 0.26
O: 1.23 -2.12 0.26
O: 2.47 -0.23 -0.18
F: -1.31 2.06 0.71
F: -0.41 1.04 -1.07
I: -2.86 -0.43 0.02



Record 10
C2F2N2O2 | ωB97M-V with the def2-TZVPD basis set

Results
Energy relative to the best compared isomer or geometry (same formula, charge and spin) in kcal per mole: 0.1
E_tot in Eh: -535.85372
HOMO (alpha / beta) in eV: -8.9 / -8.9
Maximum force in eV/A: 5.23

Cartesian coordinates (Å):
C: -2.06 -1.07 0.01
C: 0.98 0.23 0.26
N: 1.27 1.89 -1.44
N: 1.25 1.20 -0.52
O: -2.97 -1.04 -0.70
O: -1.07 -1.11 0.67
F: 1.96 -0.73 0.25
F: 0.64 0.63 1.46



Look up the maximum force of the fourth one.
1.39 eV/A